Computed, not measured: a cluster of 7 separate species, C19H38BF3O25S6 in total in a non-equilibrium geometry, with the ωB97M-V functional and the def2-TZVPD basis.

XYZ file:
```
92
Properties=species:S:1:pos:R:3:mulliken_charge:R:1
C 4.28 2.13 -0.76 -0.17
C 4.97 3.43 -1.35 -0.45
O 4.10 4.54 -1.13 -0.36
C 3.30 4.85 -2.26 -0.74
C 1.85 4.22 -2.21 -0.33
B 1.09 4.45 -0.84 0.34
C 0.54 3.22 0.05 0.71
C -0.69 2.45 -0.56 -0.41
C -0.42 1.72 -1.89 0.81
F 0.75 1.02 -1.92 -0.24
F -1.42 0.75 -2.03 -0.30
F -0.57 2.52 -2.99 -0.26
H 4.88 1.26 -1.10 0.36
H 4.33 2.24 0.35 0.17
H 3.21 2.07 -1.06 -0.25
H 5.24 3.25 -2.42 0.30
H 5.95 3.53 -0.81 0.30
H 3.75 4.53 -3.24 0.32
H 3.16 5.96 -2.36 0.38
H 1.95 3.15 -2.51 0.19
H 1.23 4.70 -3.02 0.28
H 0.90 5.56 -0.44 -0.21
H 0.18 3.67 1.01 -0.71
H 1.38 2.55 0.35 0.34
H -1.59 3.10 -0.66 0.03
H -0.97 1.66 0.18 0.39
O 4.81 0.37 1.87 -0.45
S 4.84 -0.97 2.32 1.03
O 5.63 -1.39 3.43 -0.57
O 5.17 -1.93 1.06 -0.31
C 4.11 -2.87 0.89 -0.07
C 2.87 -2.19 1.42 -0.27
O 3.32 -1.46 2.57 -0.34
H 4.35 -3.77 1.47 -0.01
H 4.01 -3.14 -0.16 0.39
H 2.09 -2.90 1.70 0.33
H 2.47 -1.47 0.70 0.21
O -2.73 7.86 -1.45 -0.60
S -2.56 6.59 -0.84 0.87
O -1.40 5.79 -1.04 -0.30
O -3.87 5.70 -1.16 -0.34
C -4.49 5.29 0.06 -0.26
C -4.16 6.38 1.06 -0.20
O -2.81 6.75 0.75 -0.30
H -4.06 4.33 0.36 0.22
H -5.56 5.17 -0.08 0.34
H -4.24 6.04 2.09 0.25
H -4.80 7.25 0.91 0.26
O 4.96 -6.95 2.42 -0.55
S 5.33 -6.62 1.09 1.14
O 4.38 -6.29 0.08 -0.52
O 6.29 -7.79 0.53 -0.30
C 7.55 -7.24 0.15 -0.36
C 7.74 -6.03 1.04 -0.36
O 6.44 -5.45 1.15 -0.23
H 7.49 -6.95 -0.91 0.28
H 8.34 -7.97 0.27 0.32
H 8.44 -5.31 0.62 0.31
H 8.07 -6.32 2.04 0.29
O -2.94 4.19 6.19 -0.56
S -2.57 4.46 4.85 1.04
O -3.52 4.77 3.84 -0.50
O -1.65 3.24 4.33 -0.34
C -0.38 3.74 3.91 -0.24
C -0.15 4.98 4.75 -0.39
O -1.43 5.60 4.85 -0.33
H -0.44 3.99 2.85 -0.15
H 0.39 2.99 4.07 0.39
H 0.57 5.66 4.30 0.35
H 0.18 4.72 5.76 0.29
O -4.98 -3.73 -1.99 -0.43
S -4.43 -3.54 -3.28 1.14
O -4.63 -4.47 -4.34 -0.56
O -2.84 -3.26 -3.12 -0.36
C -2.52 -2.00 -3.70 -0.21
C -3.77 -1.16 -3.57 -0.30
O -4.85 -2.07 -3.82 -0.37
H -2.26 -2.16 -4.75 0.30
H -1.67 -1.56 -3.19 0.19
H -3.79 -0.34 -4.28 0.35
H -3.88 -0.77 -2.56 0.28
O -5.85 -5.46 -1.78 -0.39
S -6.05 -6.00 -0.49 1.11
O -5.34 -5.53 0.65 -0.57
O -5.89 -7.61 -0.57 -0.32
C -7.10 -8.23 -0.12 -0.34
C -8.20 -7.24 -0.42 -0.33
O -7.63 -5.96 -0.15 -0.35
H -7.01 -8.40 0.96 0.28
H -7.25 -9.18 -0.62 0.30
H -9.09 -7.40 0.18 0.31
H -8.48 -7.26 -1.48 0.28
```

Properties
SMILES string = CCOCCBCCC(F)(F)F.O=S1(=O)OCCO1.O=S1(=O)OCCO1.O=S1(=O)OCCO1.O=S1(=O)OCCO1.O=S1(=O)OCCO1.O=S1(=O)OCCO1
highest occupied orbital energy = -0.3488 hartree
DFT total energy = -145339.1134 eV
largest force on an atom = 4.74 eV/A